[1]
The following is a quantum chemistry calculation of a molecular structure, C28H47NO2P2W, from OMol25.

Calculated values
**Electronic energy**: -2049.620933 a.u.
**LUMO (spin up / spin down)**: -8.16 / -8.11 eV
**Net charge**: +2
**Energy relative to the best compared isomer or geometry (same formula, charge and spin)**: 0.00 kJ/mol
**HOMO energy (spin up / spin down)**: -13.566 / -13.566 eV
**Strongest force on any atom**: 6.11 eV/Å
**<S²>**: 2.02
**Multiplicity**: 3

```
81
Properties=species:S:1:pos:R:3:forces:R:3
W -0.0064 -0.2677 1.8922 -1.8085 5.8348 -0.2358
P 1.7836 0.8284 0.5644 -0.1304 -0.0362 -0.8038
P -0.9866 -0.4056 -0.3831 0.5114 -0.0286 -1.2186
O -1.3412 2.5848 0.4349 0.9492 -0.6762 1.3548
O -1.1020 1.6462 4.9083 0.4261 0.3154 -2.0718
N -0.7575 1.7512 2.5586 0.3925 -2.1111 -0.7387
C -1.2796 4.0788 2.3175 0.0927 0.1588 -0.6768
C 3.1969 -0.1195 -0.0470 0.3907 -0.0507 0.0024
C -0.9183 -1.6500 -5.6837 0.4421 -0.4419 -0.1228
C 1.2029 -0.4673 -4.8037 0.4412 0.2706 -0.0956
C 1.1308 -0.3224 5.2358 -0.0885 0.6961 0.0268
C 1.4843 -1.5083 2.9722 0.0715 -0.7366 0.1702
C -1.7286 -0.9563 -4.6261 -0.6331 0.6732 -0.4385
C 0.2404 1.8667 -4.8919 -0.1897 0.2840 -0.0899
C -0.6916 -2.2210 2.5396 0.6039 -1.0372 0.3113
C 0.6827 -2.3283 2.0989 0.1140 -1.0755 0.5906
C -1.3876 3.7316 3.7641 0.0345 -0.0514 0.5467
C 2.9791 -1.4302 3.0353 0.3170 0.1418 -0.0024
C -1.0506 2.2507 3.8423 -0.5045 0.3225 2.0392
C -1.1010 2.7406 1.6299 -0.9065 1.0413 -1.0945
C -0.8394 -1.9391 -1.3465 -0.0948 -0.4469 0.1899
C 1.2197 -3.2369 1.0421 0.1336 -0.1720 -0.3671
C 1.0633 1.5282 -0.9823 0.0194 0.3706 0.1904
C -2.7384 -0.0235 -0.3925 -0.4744 0.1907 0.3512
C -0.7077 -1.4186 3.7391 1.0106 -0.6167 0.8015
C -0.1524 0.7791 -1.5213 -0.2429 0.0918 -0.2262
C -1.1356 1.3717 -5.4044 0.0499 0.5194 -0.1793
C 2.4606 2.2150 1.4900 0.2554 0.2006 0.2322
C -1.8200 0.3775 -4.5047 -0.4630 -0.5051 -0.1314
C -1.8925 -2.9441 2.0180 -0.3018 -0.0853 -0.1056
C 0.6321 -0.9724 3.9944 -0.5521 -1.4476 0.6646
C 0.4644 -1.0149 -5.9977 -0.2146 -0.3754 -0.3276
C -1.8675 -1.2925 4.6619 -0.2972 0.5420 0.0470
C 1.1663 0.8038 -4.3808 0.5685 -0.4531 -0.5572
H 0.4189 -3.6275 0.4040 0.2687 0.0870 0.1870
H 2.9000 -1.1132 -0.4028 0.0639 0.3049 0.0311
H -0.7562 -2.6937 -5.3719 -0.0716 0.2517 -0.0684
H 3.9456 -0.2258 0.7444 -0.1002 -0.0412 -0.2394
H 3.1376 1.8283 2.2621 -0.0709 0.1910 -0.1496
H -1.4707 -1.7145 -6.6405 0.0133 0.0321 0.4704
H 1.0845 -1.8145 -6.4409 -0.1964 0.3869 0.1356
H -2.2251 -3.7032 2.7406 0.1442 0.1772 -0.1732
H -3.1511 -0.2237 -1.3878 0.0546 0.0277 0.1707
H -2.1608 4.5838 1.9129 0.2493 -0.0698 -0.0753
H -2.3974 3.8959 4.1525 0.2108 -0.1502 0.1172
H 1.7360 -4.0988 1.4915 -0.1828 0.2638 -0.0076
H 0.2029 -2.2773 -1.3831 -0.2262 0.1066 -0.0129
H -1.7842 2.2619 -5.4810 0.2250 -0.3429 -0.0342
H 0.0734 2.5887 -4.0781 0.0354 -0.0693 -0.1415
H 0.1261 0.2068 -2.4181 -0.1429 0.0896 0.2678
H 3.4562 -1.8263 2.1350 -0.1312 0.0222 0.1985
H -1.6902 -3.4453 1.0678 -0.0426 0.0708 0.2383
H -1.8635 -0.2951 5.1185 -0.1417 -0.3840 -0.0280
H 1.9055 -1.1781 -4.3515 -0.0805 0.3931 -0.0195
H -3.2512 -0.6395 0.3572 -0.0263 0.0882 -0.2836
H 3.3552 -2.0074 3.8948 -0.2167 0.1135 -0.2575
H -2.8106 -1.4418 4.1277 0.0952 0.0112 0.1730
H 1.8761 1.5270 -1.7252 -0.2791 0.0577 0.2647
H -0.4004 4.7038 2.1170 -0.1741 -0.0821 -0.1692
H -0.9213 1.5001 -1.8350 0.2382 -0.2383 0.1000
H -1.1816 -1.7533 -2.3757 0.0975 0.0926 0.3775
H 3.3128 -0.3934 3.1875 -0.0088 -0.3133 -0.0484
H -1.4615 -2.7249 -0.9003 0.1826 0.1141 -0.1904
H -1.0209 0.9931 -6.4309 -0.2515 0.0832 0.4959
H 0.7968 2.5769 -0.7862 0.1206 -0.3310 0.0569
H 1.6646 2.7884 1.9807 0.2269 -0.1362 -0.2261
H -2.7314 -2.2481 1.8776 0.1310 -0.2683 0.0152
H 1.3549 -1.0755 6.0065 -0.0700 0.0511 -0.3220
H 3.0164 2.8591 0.7978 -0.0160 -0.0641 0.2144
H -2.8632 1.0337 -0.1285 -0.0386 -0.3058 -0.1404
H -1.8029 -2.0444 5.4660 0.0909 0.1568 -0.3413
H 0.3405 -0.2574 -6.7877 0.2773 -0.2807 0.4493
H 3.6374 0.4396 -0.8842 -0.0243 -0.1836 0.2517
H -0.6896 4.2980 4.3860 -0.1668 -0.1906 0.1250
H 1.9441 1.1609 -3.6923 -0.3736 -0.3266 -0.0539
H 0.3753 0.3662 5.6247 0.2732 -0.2085 0.0625
H -2.4015 -1.6118 -4.0590 0.2142 0.3451 -0.0106
H -2.5441 0.8182 -3.8066 0.3024 -0.3045 -0.0255
H 2.0476 0.2442 5.0377 -0.1286 -0.1159 0.1353
H 1.9526 -2.7203 0.4077 -0.2136 -0.2476 0.1293
H 0.7160 2.4446 -5.7050 -0.0629 -0.1695 0.3161
```
Forces are in eV/Å.

[2]
The following is a quantum chemistry calculation of a molecular structure, C28H48BF2N9O6SbTi, from OMol25.

Calculated values
**Electronic energy**: -3354.473384 a.u.
**LUMO (spin up / spin down)**: 0.48 / 0.47 eV
**Energy relative to the best compared isomer or geometry (same formula, charge and spin)**: 100.36 kJ/mol
**HOMO energy (spin up / spin down)**: -7.263 / -7.246 eV
**Strongest force on any atom**: 1.74 eV/Å
**<S²>**: 0.76
**Multiplicity**: 2

```
96
Properties=species:S:1:pos:R:3:forces:R:3
Sb -2.2213 2.1221 -2.7560 -0.2069 -0.1206 -0.0420
Ti -0.4789 0.5195 1.2965 -1.2348 0.3388 -0.6166
F 2.0575 0.2207 -0.6355 -0.5639 0.4784 -0.5146
F 0.4066 1.1222 -1.9336 0.6579 -0.2427 0.4352
O -6.3034 -1.7381 0.8778 0.1259 -0.0740 0.2159
O -1.7797 2.0236 0.7855 0.6791 0.1489 0.0960
O -1.7643 -2.7457 3.5922 -0.1329 1.0564 -0.8822
O -3.7268 2.7104 -0.1599 1.0471 -1.0903 0.8704
O -0.2839 -2.1044 -0.2159 0.0784 -0.2399 -0.0970
O -0.8515 -0.8084 2.8914 0.3388 0.0694 -0.0405
N 2.2988 4.2623 -1.1619 0.2301 -0.5029 0.2848
N 0.7434 -3.1318 -1.9787 -0.2656 -0.0015 0.1396
N 1.3631 0.6781 2.3265 -0.1192 0.2793 -0.2938
N 1.6706 -1.6498 2.6179 0.1300 0.0358 0.0369
N 0.1359 -4.3342 -0.0637 0.0341 0.1625 -0.3001
N -2.5309 -0.2995 1.1820 0.0574 -0.3750 0.3539
N 1.0345 3.0355 0.5007 0.2223 0.0579 0.0124
N 0.0650 4.3812 -1.1258 -0.2069 0.1188 0.0355
N 2.6768 -0.2021 4.0684 0.2841 -0.2293 0.3915
C 1.1493 3.8202 -0.5230 -0.0843 0.0597 0.3618
C 3.4480 3.3669 -1.2590 0.4333 0.3834 -0.0254
C -3.4809 0.4310 0.6236 0.1390 1.1179 -0.0236
C -4.7770 0.0056 0.5346 -0.5371 -0.8140 0.2887
C -0.3976 -4.3494 1.2695 -0.2300 -0.0101 0.7466
C -4.0699 -2.0324 1.7283 0.2162 1.0989 -0.3241
C 1.8333 -2.3706 3.8891 0.1129 0.2771 -0.1963
C -4.2570 2.2800 -3.3972 -0.4982 0.2704 -0.5372
C 0.1662 -3.1313 -0.7331 0.0500 -0.0225 -0.0347
C 2.4975 -2.1517 1.5077 0.0675 0.5321 -0.1590
C 3.7077 0.7932 4.2535 0.2277 0.2444 0.0305
C 1.9023 -0.2993 2.9613 -0.1924 0.2894 -0.4745
C -5.0394 -1.2749 1.0544 -0.2392 -0.1681 -0.4675
C -2.8174 -1.4331 1.8147 0.1041 -0.3530 0.5036
C -1.0977 4.7988 -0.3699 0.0642 0.6020 -0.3800
C -2.5372 0.0314 -2.2882 0.2245 -0.0084 0.0186
C 2.8355 -1.5118 4.6677 0.5837 -0.3005 0.2442
C -1.7158 -1.7511 2.8593 -0.3751 -0.9169 0.2043
C -1.3972 1.6840 -4.6877 0.3579 -0.0367 -0.2476
C -2.9783 1.8722 0.3612 -1.5533 -0.0274 -0.6024
C 1.9343 4.9335 -2.3937 -0.1357 0.2002 -0.3850
C 0.4158 -5.6307 -0.6500 0.3839 -0.0008 -0.3108
C 0.8435 -1.8933 -2.7215 -0.2521 0.2736 -0.0551
C 1.5578 2.0960 2.6534 0.3914 0.0220 -0.2580
C 2.1287 2.8519 1.4346 -0.2833 -0.1974 0.4366
C 1.3987 -4.3077 -2.5080 0.0815 -0.1332 0.3110
C 0.4363 5.2097 -2.2490 0.3756 -0.1130 -0.0155
C 0.5696 -5.5350 -2.1610 -0.1722 0.1251 0.1148
B 0.7380 0.6528 -0.6931 -0.0739 -0.3272 0.5279
H -0.1092 4.9238 -3.1437 -0.1873 0.0038 -0.1535
H 2.6305 -1.4762 5.7341 -0.1648 -0.0311 0.1262
H -1.9987 4.7114 -0.9754 0.0263 -0.0733 0.0089
H -0.3814 -6.3278 -0.3975 -0.2066 -0.0034 0.0383
H -0.9709 5.8549 -0.0720 -0.0494 -0.1630 -0.0244
H 2.3661 -1.5148 0.6253 -0.0359 -0.1038 0.3233
H 0.8706 -2.4085 4.3943 -0.1018 -0.0354 -0.0148
H -4.3191 -2.9665 2.2116 0.1692 0.0056 0.1370
H 2.4270 -4.3970 -2.1099 -0.2176 -0.0619 -0.1220
H -5.6030 0.5861 0.1260 0.4289 0.0111 0.0500
H -1.4908 -4.4691 1.3105 0.2059 0.0050 -0.1225
H 3.4911 1.5016 5.0574 -0.0004 -0.1105 0.0400
H -0.8359 0.7421 -4.6098 -0.0834 0.2944 -0.1047
H -4.8912 2.4299 -2.5230 0.0970 0.0743 0.0440
H 4.0298 3.3638 -0.3354 -0.0220 0.0889 -0.1177
H -3.5743 -0.1066 -1.9949 -0.0635 -0.0373 -0.0284
H 3.8625 1.3629 3.3397 0.0650 -0.1058 0.0111
H 2.1486 -3.1464 1.2390 0.0638 -0.0847 0.1140
H 4.1050 3.7387 -2.0623 -0.2708 -0.1851 0.3195
H -2.3315 -0.5817 -3.1717 -0.0408 0.1483 0.0438
H 1.3327 -6.0499 -0.2061 -0.0628 0.1175 -0.0455
H -4.6186 1.3843 -3.9195 0.2386 0.1383 0.0279
H 2.9705 2.2726 1.0490 0.0624 -0.1059 -0.0498
H 3.1589 2.3402 -1.4712 -0.1158 -0.1330 -0.1434
H 3.8744 -1.8609 4.5627 -0.0956 0.0339 -0.1163
H 0.0516 -5.1717 1.8380 -0.0373 -0.0040 -0.1702
H 2.5186 3.8144 1.7875 0.0283 0.0588 -0.0649
H -0.1558 -3.4338 1.8011 0.0109 0.0395 -0.1373
H 0.7485 -2.0877 -3.7945 -0.0502 -0.1034 0.1286
H 4.6462 0.2899 4.4759 0.0973 -0.1167 0.1293
H 2.2000 -3.3774 3.7144 -0.0334 -0.0771 -0.0090
H -0.4155 -5.4388 -2.6360 0.1684 0.0181 0.0943
H 0.2383 6.2696 -2.0544 -0.0385 -0.0569 0.1530
H 3.5759 -2.1759 1.7502 -0.1969 -0.1076 0.0284
H -2.1941 1.5735 -5.4230 0.0518 -0.0339 -0.0597
H 1.4670 -4.1839 -3.5850 0.0753 -0.0352 -0.1181
H 2.5011 5.8507 -2.5238 0.1482 0.1134 -0.0289
H -0.7153 2.4881 -5.0002 -0.1797 -0.2913 0.0013
H 2.1435 2.2477 3.5467 0.1826 0.0588 0.0728
H 0.0390 -1.2175 -2.4209 0.1707 -0.2208 -0.0722
H -4.3830 3.1472 -4.0670 -0.0034 -0.2774 0.2187
H -6.3803 -2.6101 1.2851 -0.0605 0.0860 -0.0483
H 1.0295 -6.4454 -2.5321 0.1058 -0.1059 -0.0975
H 0.5997 2.5489 2.8845 -0.4313 -0.0131 -0.1030
H -1.8896 -0.2993 -1.4774 0.0131 -0.1001 -0.0036
H 2.1419 4.2879 -3.2507 -0.0551 -0.0748 -0.0429
H 1.7913 -1.3830 -2.5543 0.1075 0.0240 0.0504
H -1.2107 4.1830 0.4923 -0.0536 -0.4045 0.4608
```
Forces are in eV/Å.